(1)
The following is a quantum chemistry calculation of C16H19AsClNO6PdS as an isolated structure, from the OMol25 dataset.

maximum force: 0.90 eV/Å
gap between HOMO and LUMO (alpha / beta): 7.337 / 5.522 eV

The geometry in ORCA input format:
```
! wB97M-V def2-TZVPD RIJCOSX def2/J DEFGRID3
* xyz 0 3
Pd 0.636 -0.109 0.426
As -2.087 -0.973 -1.132
Cl 1.521 -0.758 7.732
S -1.041 2.153 -4.632
O -0.917 3.594 -4.598
O -0.400 -1.171 -1.098
O 1.631 -1.236 1.896
O 0.641 1.454 1.892
O -2.281 1.672 -4.017
O -0.712 1.511 -5.887
N 2.874 0.145 -0.576
C 1.065 0.501 -3.785
C 0.210 1.578 -3.492
C 1.224 1.724 -1.319
C 1.121 0.114 3.819
C 2.078 0.648 -1.621
C 1.115 0.204 5.238
C 1.548 -0.835 5.996
C 0.323 2.198 -2.273
C 2.035 -2.003 5.369
C 1.997 0.041 -2.874
C 0.700 1.278 3.123
C -2.601 0.742 -0.463
C -2.895 -2.290 -0.016
C 2.070 -2.111 4.012
C -2.795 -1.158 -2.872
C 1.592 -1.065 3.170
H 1.328 2.244 -0.364
H 2.379 -2.818 5.988
H 0.411 2.135 3.748
H -1.964 1.044 0.375
H -2.584 -2.142 1.018
H -2.515 1.471 -1.271
H -2.371 -0.390 -3.536
H 2.640 -0.798 -3.105
H -3.877 -1.054 -2.811
H 0.757 1.110 5.707
H 3.511 -0.607 -0.778
H -3.979 -2.213 -0.093
H 3.226 0.804 0.103
H 0.975 0.052 -4.763
H -2.564 -3.271 -0.360
H -0.298 3.059 -2.069
H 2.446 -3.004 3.535
H -2.536 -2.158 -3.225
H -3.634 0.689 -0.115
*
```


(2)
The following is a quantum chemistry calculation of C29H34BrN4OPd as an isolated structure, from the OMol25 dataset.

maximum force: 0.51 eV/Å
gap between HOMO and LUMO (alpha / beta): 7.673 / 6.247 eV

The geometry in ORCA input format:
```
! wB97M-V def2-TZVPD RIJCOSX def2/J DEFGRID3
* xyz 1 3
Pd -1.885 -0.490 0.982
Br 0.229 0.856 2.468
O -0.027 -0.133 -0.423
N -1.559 -2.316 2.210
N -2.733 1.385 -0.002
N -3.096 1.898 -2.394
N -3.937 -1.269 1.380
C 2.742 1.321 1.332
C -1.447 -4.298 4.154
C -6.358 -2.256 2.317
C -2.911 1.625 -1.122
C 1.054 0.457 -0.248
C -2.692 -3.796 3.736
C 0.214 0.043 -3.132
C -3.937 -4.289 4.270
C 3.686 1.389 0.287
C 3.265 1.086 -1.022
C -6.326 -1.277 1.360
C -5.080 -0.806 0.923
C -0.299 -3.804 3.594
C 5.174 3.347 0.100
C -3.496 0.837 -3.317
C 5.493 1.773 2.015
C -2.923 3.265 -2.883
C -3.963 -2.256 2.306
C 1.890 1.818 -3.547
C -2.696 -2.798 2.763
C -5.112 -3.805 3.826
C 6.111 1.052 -0.285
C -0.406 -2.806 2.617
C 1.998 0.676 -1.348
C 5.108 1.873 0.537
C 1.652 0.477 -2.830
C 2.597 -0.580 -3.424
C -5.151 -2.775 2.818
C 1.471 0.903 1.081
H 3.645 -0.296 -3.327
H -3.885 3.710 -3.142
H -3.904 -5.059 5.029
H -2.448 3.865 -2.112
H 2.387 -0.701 -4.489
H -4.567 0.870 -3.517
H 4.927 2.465 2.641
H 6.182 3.734 0.262
H 3.020 1.603 2.336
H 5.355 0.763 2.405
H -0.024 -0.936 -2.723
H 4.478 3.961 0.673
H -7.234 -0.857 0.950
H 1.277 2.614 -3.121
H -1.413 -5.070 4.912
H -5.015 -0.006 0.197
H 7.125 1.332 0.002
H 0.478 -2.395 2.145
H 0.112 0.002 -4.219
H -6.050 -4.176 4.219
H -7.298 -2.638 2.696
H 2.461 -1.549 -2.940
H 2.934 2.129 -3.488
H 6.019 1.235 -1.356
H 4.936 3.459 -0.959
H -0.521 0.752 -2.748
H -2.283 3.245 -3.766
H 1.633 1.713 -4.603
H -2.947 0.971 -4.248
H 6.546 2.032 2.130
H 0.677 -4.166 3.885
H -3.230 -0.130 -2.897
H 3.984 1.211 -1.819
H 5.994 -0.018 -0.107
*
```